The following is a quantum chemistry calculation of a single C9H18OSi molecule in a non-equilibrium geometry, from the Open Molecules 2025 dataset.

Each line ends with the Mulliken spin population.
Cartesian coordinates (Å):
Si 1.179 -2.348 0.459  0.002
O 0.105 -0.726 0.339  0.136
C 1.496 -3.271 2.102  0.021
C -1.562 2.686 -1.912  0.065
C 0.075 -3.627 -0.651  0.001
C 2.649 -1.715 -0.520  0.009
C -1.243 1.427 0.307  0.399
C -0.001 3.655 -0.190  0.055
C -2.186 2.527 0.729  0.049
C -0.867 0.190 0.673  1.055
C -1.129 2.674 -0.446  0.126
H -2.587 2.375 -1.830  0.004
H -0.947 2.053 -2.585  -0.006
H 2.641 -2.407 -1.388  0.004
H -1.562 3.679 -2.378  -0.002
H 1.529 -2.539 2.976  0.004
H -1.027 -3.602 -0.346  0.001
H -2.144 2.965 1.758  0.013
H -1.430 -0.130 1.578  0.053
H -0.590 4.566 -0.085  -0.003
H 0.089 -3.631 -1.789  0.001
H 2.470 -0.650 -0.694  -0.002
H 0.720 3.675 0.618  -0.004
H 2.450 -3.828 2.101  -0.001
H 0.548 3.850 -1.194  0.002
H 3.652 -1.730 0.001  -0.007
H 0.328 -4.683 -0.492  0.000
H 0.525 -3.807 2.372  0.000
H -3.181 2.372 0.490  0.025

As for the energy: -19543.078 eV. As for the HOMO-LUMO gap (alpha / beta): 0.1622 / 0.3135 hartree. The calculation puts the lowest unoccupied orbital energy (alpha / beta) at 0.65 / -0.88 eV. As for the multiplicity: 3.

=====

The following is a quantum chemistry calculation of a molecular structure, H3NO3Si in a non-equilibrium geometry, from the Open Molecules 2025 dataset.

Each line ends with the Mulliken charge.
Cartesian coordinates (Å):
Si 0.296 1.012 -0.106  0.619
O -0.651 -1.804 0.247  -0.550
O -0.889 1.032 0.966  -0.386
O 0.965 -1.810 -1.243  -0.515
N 0.210 -1.273 -0.470  0.544
H -0.286 2.012 -0.911  -0.059
H 1.660 0.591 0.085  -0.038
H -1.306 0.240 1.432  0.385

As for the energy: -15555.778 eV. As for the HOMO-LUMO gap: 0.3308 hartree. The calculation puts the lowest unoccupied orbital energy at -0.31 eV.

=====

The following is a quantum chemistry calculation of a molecular structure, C27H19F12N5O2PbSSe4 in a non-equilibrium geometry, from the Open Molecules 2025 dataset.

Each line ends with the Mulliken charge.
Cartesian coordinates (Å):
Pb 0.234 -0.458 -1.027  1.220
Se -2.996 2.188 -8.044  -0.128
Se -5.194 1.125 -7.427  -0.243
Se -2.007 3.239 -6.259  -0.264
Se -5.125 1.289 -5.152  -0.358
S -5.334 0.924 -1.798  -0.286
F 1.600 -5.173 1.647  -0.285
F 3.630 2.352 0.937  -0.222
F -0.321 2.619 -1.876  -0.269
F 2.720 -1.874 -0.518  -0.155
F 1.499 3.271 -2.832  -0.260
F 0.579 4.495 -1.251  -0.259
F 3.393 -3.814 0.439  -0.244
F 3.997 2.673 -1.217  -0.254
F 1.905 -3.704 -1.219  -0.314
F -0.139 -4.184 2.532  -0.289
F 3.267 4.309 -0.004  -0.288
F -0.182 -4.901 0.433  -0.211
O 1.797 1.130 -0.882  -0.955
O 0.103 -2.219 0.322  -0.583
N -1.015 -3.301 -3.010  -0.207
N 0.591 0.120 1.358  0.565
N -4.427 1.077 0.777  -0.342
N -3.555 -1.097 -1.693  0.251
N -3.772 -0.687 -0.484  -0.619
C -2.694 -2.100 -1.820  -0.483
C 0.922 3.256 -1.646  0.665
C 1.154 -2.895 0.909  0.549
C 2.901 -1.997 4.154  0.601
C -0.328 -3.466 -4.104  0.020
C 1.696 -1.975 2.060  -0.368
C -4.535 0.443 -0.431  0.433
C 0.861 2.619 0.866  0.612
C -2.493 -1.985 -4.265  -0.384
C 0.548 3.881 1.261  0.181
C 1.621 -0.059 3.543  -0.772
C -0.609 -2.928 -5.371  -0.478
C 2.326 -3.120 -0.045  0.330
C 0.251 1.440 1.503  -1.509
C 2.492 -0.699 4.392  -1.113
C -0.853 1.785 2.382  -0.257
C -0.477 4.183 2.139  0.522
C -0.712 5.603 2.490  -1.763
C -2.038 -2.445 -3.035  0.493
C 3.860 -2.598 5.120  -1.628
C 1.273 -0.620 2.268  0.959
C 3.201 2.959 -0.182  0.667
C 1.678 2.419 -0.446  0.488
C 0.566 -4.297 1.372  0.577
C -1.172 3.078 2.638  -0.751
C -1.832 -2.307 -5.456  -0.623
C 2.559 -2.589 2.942  -0.480
H -1.762 5.927 2.266  0.313
H -1.364 0.992 2.887  0.831
H -4.787 2.005 0.954  0.187
H -0.063 6.251 1.965  0.371
H -3.895 0.577 1.505  0.248
H 1.120 4.677 0.761  0.269
H 0.110 -3.134 -6.171  0.388
H -0.563 5.853 3.569  0.304
H 4.001 -3.651 4.898  0.365
H 2.701 -0.234 5.341  0.340
H 3.423 -2.433 6.154  0.313
H 4.837 -2.088 5.136  0.288
H -2.116 3.226 3.200  0.284
H 0.624 -4.130 -4.084  0.233
H 2.976 -3.586 2.637  0.187
H -3.398 -1.352 -4.235  0.303
H 1.348 0.975 3.674  0.408
H -2.374 -2.790 -1.033  0.380
H -2.229 -2.072 -6.410  0.497

As for the net charge: -2. As for the energy: -349931.455 eV. As for the HOMO-LUMO gap (alpha / beta): 0.1374 / 0.1753 hartree. The calculation puts the lowest unoccupied orbital energy (alpha / beta) at 1.83 / 3.13 eV.

=====

The following is a quantum chemistry calculation of a single CHN3O2 molecule in a non-equilibrium geometry, from the Open Molecules 2025 dataset.

Each line ends with the Mulliken charge.
Cartesian coordinates (Å):
O -0.123 1.062 -0.003  -0.115
O -1.495 -0.244 1.268  -0.571
N 1.153 -0.426 -0.825  -0.229
N 1.108 0.843 -0.561  -0.038
N 0.100 -0.972 -0.293  0.229
C -0.642 -0.128 0.351  0.502
H 0.265 -1.897 -0.474  0.221

As for the energy: -9615.458 eV. As for the HOMO-LUMO gap: 0.4012 hartree. The calculation puts the lowest unoccupied orbital energy at 0.21 eV.

=====

The following is a quantum chemistry calculation of a molecular structure, C9H15N3O2 in a non-equilibrium geometry, from the Open Molecules 2025 dataset.

Each line ends with the Mulliken charge.
Cartesian coordinates (Å):
O -0.382 -2.512 0.412  -0.723
O 1.815 -2.319 0.999  -0.663
N 0.902 0.544 0.463  -0.445
N -1.071 -0.607 -0.778  -0.188
N 1.365 -0.828 -1.397  -0.530
C 0.718 -1.982 0.555  0.386
C 2.128 0.945 0.447  0.758
C -3.726 -0.788 0.475  -1.037
C 3.238 0.208 -0.279  -1.070
C 2.530 -0.344 -1.527  -0.191
C -1.811 0.502 -0.124  -1.212
C 0.689 -0.577 -0.216  0.972
C 2.599 2.178 1.127  -1.371
C -3.314 0.432 -0.408  -0.440
H -3.528 -1.807 0.016  0.278
H -4.795 -0.644 0.802  0.340
H -3.131 -0.896 1.441  0.287
H 1.820 2.366 1.817  0.423
H -1.200 -1.558 -0.267  0.452
H 2.759 2.943 0.436  0.327
H -3.773 1.288 -0.109  0.431
H -3.624 0.021 -1.472  0.201
H 3.983 0.768 -0.664  0.538
H -1.770 0.481 0.900  0.562
H 3.060 -0.457 -2.549  0.357
H -1.187 -0.406 -1.739  0.291
H -1.468 1.428 -0.359  0.574
H 3.683 2.130 1.535  0.322
H 3.492 -0.511 0.463  0.374

As for the energy: -18138.221 eV. As for the HOMO-LUMO gap: 0.3428 hartree. The calculation puts the lowest unoccupied orbital energy at 0.56 eV.

=====

The following is a quantum chemistry calculation of 2 unconnected molecules or ions with the total composition C10H16O in a non-equilibrium geometry, from the Open Molecules 2025 dataset.

Each line ends with the Mulliken charge.
Cartesian coordinates (Å):
O -2.483 2.915 2.578  -0.546
C -0.730 1.482 1.613  -0.634
C 1.509 0.688 -2.900  -1.253
C -1.964 1.663 2.243  0.388
C 2.220 0.316 -1.562  0.434
C 3.000 -1.042 -1.780  -1.214
C -2.504 -0.623 1.918  -0.462
C -0.337 0.248 1.177  -0.668
C -1.003 -2.086 0.516  -1.115
C -2.829 0.570 2.421  -0.379
C -1.276 -0.809 1.244  0.494
H 1.474 0.065 -0.785  -0.465
H 0.776 1.372 -2.723  0.401
H 2.319 -1.839 -1.672  0.357
H -0.522 -2.993 0.913  0.292
H -1.988 -2.445 0.128  0.331
H 2.122 0.890 -3.748  0.381
H 3.641 -0.793 -2.599  0.381
H -3.870 0.515 2.826  0.289
H 0.939 -0.173 -3.348  0.297
H -0.037 2.300 1.507  0.428
H 3.751 -1.184 -0.934  0.283
H -3.144 -1.543 2.123  0.272
H -2.176 3.313 1.687  0.364
H -0.521 -1.950 -0.450  0.243
H 2.999 1.100 -1.182  0.328
H 0.638 0.043 0.789  0.774

As for the energy: -12675.006 eV. As for the HOMO-LUMO gap: 0.3412 hartree. The calculation puts the lowest unoccupied orbital energy at 0.81 eV.

=====

- Number 3 is which compound?
  C27H19F12N5O2PbSSe4